Record 1
ORCA calculation (ωB97M-V with the def2-TZVPD basis set) on C4H7NO2 in the gas phase.

Structure (XYZ):
```
14
Properties=species:S:1:pos:R:3:lowdin_charge:R:1
C 1.65902 0.34415 -0.20039 -0.063
C 0.29497 0.33542 -0.81001 -0.094
C -0.66140 -0.74875 -0.61881 -0.224
N -1.02355 -0.77069 0.75413 0.072
C -1.13558 0.53916 1.32119 -0.616
O -1.78121 0.68683 2.34191 0.067
O -0.46860 1.42271 0.58861 0.010
H 1.60419 0.07183 0.85108 0.092
H 1.97712 1.38358 -0.28798 0.093
H 2.40377 -0.27654 -0.72028 0.097
H 0.32070 0.59606 -1.89164 0.149
H 0.11728 -1.45532 -0.99792 0.146
H -1.49424 -0.78127 -1.33664 0.136
H -1.81249 -1.34717 1.00675 0.135
```

Output
Kohn-Sham gap: 9.9703 eV
energy: -9845.0598 eV
net charge: 0
ΔE to the lowest compared entry with this formula, charge and spin: 51.19 kcal per mole

=====

Record 2
ORCA calculation (ωB97M-V with the def2-TZVPD basis set) on an isolated ion of composition C5H6N3 and charge -1.

Structure (XYZ):
```
14
Properties=species:S:1:pos:R:3:lowdin_charge:R:1
N 2.53889 -0.41440 -0.12604 -0.158
N 1.58137 -0.27925 -1.19733 -0.254
C 0.32274 -0.17521 -0.53966 -0.388
C -0.19062 1.16140 -0.25316 -0.044
C -1.51312 1.13288 0.41341 -0.111
C -2.08529 -0.16161 0.64881 -0.256
N -1.59219 -1.39185 0.38941 -0.009
C -0.37007 -1.40925 -0.19720 -0.123
H 2.48744 0.40194 0.49975 0.015
H 3.47492 -0.52152 -0.51195 0.016
H 0.33748 2.09361 -0.52003 0.075
H -2.02297 2.07969 0.70817 0.071
H -3.10134 -0.14791 1.12067 0.074
H 0.13275 -2.36852 -0.43484 0.091
```

Output
Kohn-Sham gap: 5.2233 eV
energy: -9750.0635 eV
net charge: -1

=====

Record 3
ORCA calculation (ωB97M-V with the def2-TZVPD basis set) on C45H50FGe2MnN2O3Te as an isolated structure.

Structure (XYZ):
```
105
Properties=species:S:1:pos:R:3:lowdin_charge:R:1
Mn -0.61235 -0.05534 -0.67175 0.778
C 2.12429 5.70813 2.39244 -0.017
C 1.59641 4.35839 1.98548 -0.222
C 1.57871 3.28504 2.85992 0.060
C 1.09241 2.01976 2.49715 -0.074
C 1.10380 0.97703 3.51360 -0.110
O 1.51749 -0.22476 3.28935 0.061
C 0.65828 1.22689 4.85768 -0.142
C -0.26641 2.25231 5.12227 0.003
C -0.68121 2.48585 6.41673 -0.030
C -0.17044 1.71226 7.45479 -0.007
C 0.73979 0.68800 7.20386 -0.025
C 1.14649 0.43395 5.91186 0.026
C 0.56336 1.81653 1.20072 -0.242
O 0.00094 0.67259 0.91199 -0.117
C 0.56055 2.90850 0.29927 -0.052
C 1.07438 4.14425 0.71832 0.075
C -0.05373 2.80521 -1.02136 -0.129
N -0.59433 1.70876 -1.46100 0.004
C -1.22723 1.65647 -2.79598 -0.216
C -0.21971 1.48641 -3.92258 -0.321
Te 1.20095 -0.08287 -3.60428 1.864
C 2.76461 1.14339 -2.99132 -0.471
C 3.47534 1.81715 -3.97782 -0.122
C 4.50174 2.66840 -3.59278 -0.041
C 4.80532 2.82682 -2.24685 -0.035
C 4.08910 2.13879 -1.27525 -0.053
C 3.05909 1.28251 -1.63955 -0.128
C -0.06986 4.03451 -1.87052 -0.226
C -1.21710 4.81676 -1.95533 -0.023
C -1.20701 5.96923 -2.72879 -0.034
C -0.05688 6.34003 -3.41203 -0.037
C 1.09096 5.56344 -3.31804 -0.037
C 1.09089 4.41268 -2.54261 -0.041
H 2.60566 5.66684 3.36745 0.088
H 1.31375 6.43592 2.45050 0.098
H 2.84997 6.08163 1.67053 0.093
H 1.98821 3.41078 3.85512 0.146
H -0.68559 2.82890 4.30806 0.128
H -1.40425 3.26249 6.62326 0.123
H -0.48629 1.90855 8.47112 0.128
H 1.12796 0.09465 8.01986 0.125
H 1.85985 -0.35277 5.70895 0.128
H 1.04522 4.97916 0.03073 0.137
H -1.79341 2.56641 -2.98936 0.129
H -1.93926 0.82956 -2.78591 0.104
H 0.38724 2.38214 -4.05212 0.061
H -0.72169 1.24328 -4.85863 0.078
H 3.24883 1.69331 -5.03114 0.115
H 5.07000 3.19637 -4.34658 0.127
H 5.61347 3.48401 -1.95484 0.126
H 4.33816 2.26475 -0.22943 0.117
H 2.50008 0.74248 -0.88608 0.078
H -2.11097 4.54035 -1.40718 0.133
H -2.09751 6.57986 -2.79221 0.123
H -0.05162 7.24150 -4.00965 0.123
H 1.99194 5.86126 -3.83802 0.119
H 1.99258 3.81598 -2.44902 0.103
C -6.14653 -2.49492 0.77916 -0.138
C -4.98968 -1.48043 0.77185 -0.314
Ge -3.65260 -1.87351 -0.54215 0.970
C -3.92287 -1.48393 -2.40843 -0.327
C -4.92495 -2.45054 -3.06371 -0.136
C -2.77377 -3.54476 -0.20098 -0.152
C -1.53994 -4.04188 -0.28881 -0.352
Ge 0.14223 -3.18309 -0.79603 1.155
C 1.10603 -4.08537 -2.24177 -0.332
C 2.33723 -4.88588 -1.81552 -0.142
C 2.35901 -0.59826 2.15773 -0.169
C 3.31450 -1.65667 2.64499 -0.033
C -1.18979 -5.45367 0.00906 -0.295
C -0.04541 -5.74570 0.75229 -0.093
C 0.29224 -7.05703 1.05187 -0.055
C -0.51430 -8.09068 0.59947 -0.044
C -1.65083 -7.81243 -0.15038 -0.040
C -1.98908 -6.50260 -0.44717 -0.023
H -6.87509 -2.22622 1.54215 0.084
H -5.80226 -3.50462 1.00639 0.069
H -6.67347 -2.52217 -0.17485 0.067
H -4.48260 -1.46362 1.73854 0.078
H -5.35537 -0.47184 0.57325 0.078
H -2.94746 -1.55413 -2.89649 0.051
H -4.27635 -0.45271 -2.48132 0.075
H -4.59107 -3.48662 -2.99024 0.073
H -5.04593 -2.22222 -4.12148 0.082
H -5.91087 -2.37972 -2.60456 0.070
H -3.53758 -4.26398 0.11381 0.081
H 1.37540 -3.30199 -2.94987 0.035
H 0.34306 -4.72288 -2.69603 0.087
H 3.09077 -4.24895 -1.35066 0.072
H 2.79389 -5.35642 -2.68575 0.087
H 2.07806 -5.67800 -1.11517 0.061
H 1.70181 -0.96397 1.37389 0.091
H 2.87137 0.29742 1.80315 0.130
H 2.77088 -2.51224 3.04490 0.091
H 3.98057 -1.27550 3.41774 0.094
H 3.92668 -1.99266 1.80729 0.092
H 0.57540 -4.94184 1.15203 0.094
H 1.17111 -7.27079 1.64494 0.118
H -0.25524 -9.11569 0.82724 0.120
H -2.27392 -8.62113 -0.50762 0.121
H -2.86162 -6.29185 -1.05309 0.120
O -0.44678 -1.55450 -1.83285 -0.554
N 0.79123 -0.75999 -1.73678 -0.472
F -2.44708 -0.45432 -0.14307 -0.325
```

Output
Kohn-Sham gap (alpha / beta): 7.1275 / 6.2242 eV
energy: -210935.0859 eV
multiplicity: 4
net charge: +3

=====

Record 4
ORCA calculation (ωB97M-V with the def2-TZVPD basis set) on C25H35BN2O6Tc as an isolated structure.

Structure (XYZ):
```
70
Properties=species:S:1:pos:R:3:lowdin_charge:R:1
Tc -0.25276 -0.33746 0.71153 1.417
C 3.95786 -0.25178 7.11155 -0.027
O 2.77993 -0.49740 6.32868 -0.035
C 2.81875 -0.31362 5.02024 -0.257
C 3.95306 0.13505 4.31395 0.015
C 3.87296 0.28590 2.95939 0.016
C 2.69293 0.01744 2.22259 -0.095
C 2.66807 0.17561 0.81261 -0.315
C 3.85657 0.50255 -0.02748 0.030
O 1.59698 0.00885 0.13761 -0.163
C 1.56403 -0.43959 2.96883 -0.263
O 0.39106 -0.79824 2.40269 -0.240
C 1.63584 -0.59539 4.33329 0.083
H 3.67766 -0.48001 8.13353 0.101
H 4.25673 0.79336 7.03548 0.102
H 4.76912 -0.90753 6.79667 0.103
H 4.87592 0.35808 4.82591 0.116
H 4.75266 0.63205 2.43980 0.114
H 4.72577 0.83302 0.52575 0.077
H 3.57088 1.26555 -0.75059 0.104
H 4.12393 -0.39358 -0.59262 0.115
H 0.77530 -0.94736 4.88412 0.140
C -2.41881 3.82455 2.35025 0.000
C -1.42785 3.79975 1.19886 -0.443
C -1.75526 4.86152 0.17190 0.006
O -1.56993 2.46487 0.56611 0.063
B -0.56222 1.70878 1.08413 -0.669
O 0.33629 2.36722 1.85278 0.098
C 0.06316 3.80019 1.66873 -0.450
C 0.31513 4.50585 2.98406 0.007
C 1.03537 4.28313 0.60415 0.001
H -3.42604 3.67100 1.96159 0.074
H -2.40026 4.78511 2.86344 0.104
H -2.20490 3.03952 3.07703 0.103
H -2.80641 4.80513 -0.10686 0.072
H -1.15455 4.75566 -0.72830 0.095
H -1.57845 5.85252 0.59272 0.110
H -0.26590 4.07473 3.79605 0.091
H 0.07035 5.56576 2.89923 0.106
H 1.37136 4.42549 3.23819 0.101
H 0.89045 3.75501 -0.34001 0.100
H 2.05235 4.09877 0.94939 0.101
H 0.92791 5.35200 0.42436 0.101
C -4.97123 2.79748 -0.63957 -0.023
C -5.68324 1.75781 0.22792 -0.134
N -6.12882 0.60502 -0.53482 0.095
C -7.14296 0.80727 -1.56581 -0.135
C -6.56774 0.63461 -2.97626 -0.013
C -5.74540 -0.71161 -0.27098 -0.309
O -6.35944 -1.62432 -0.77493 0.223
C -4.58874 -1.00885 0.63460 -0.113
C -4.76483 -2.02104 1.57591 0.045
C -3.68643 -2.42046 2.34327 0.013
C -2.45263 -1.85079 2.10231 -0.062
N -2.26860 -0.90130 1.16612 -0.074
C -3.32924 -0.46402 0.46522 -0.051
H -4.75359 3.66108 -0.01388 0.080
H -5.60051 3.13186 -1.46222 0.088
H -4.03017 2.41552 -1.03505 0.084
H -6.58690 2.20822 0.65342 0.164
H -5.05385 1.42587 1.05006 0.126
H -7.54993 1.80609 -1.42388 0.139
H -7.92826 0.06786 -1.40437 0.153
H -5.75878 1.33942 -3.16382 0.083
H -7.36480 0.82653 -3.69306 0.105
H -6.21209 -0.38266 -3.12524 0.089
H -5.73604 -2.48496 1.69071 0.143
H -3.78683 -3.18523 3.09958 0.133
H -1.57123 -2.14864 2.65416 0.119
H -3.13830 0.32796 -0.25094 0.121
```

Output
Kohn-Sham gap (alpha / beta): 7.0589 / 2.5905 eV
energy: -44619.1399 eV
multiplicity: 4
net charge: +2
ΔE to the lowest compared entry with this formula, charge and spin: 27.29 kcal per mole

=====

Record 5
ORCA calculation (ωB97M-V with the def2-TZVPD basis set) on C4H5F3O3S in the gas phase.

Structure (XYZ):
```
16
Properties=species:S:1:pos:R:3:lowdin_charge:R:1
C 1.22982 -2.12212 0.17067 0.161
C 0.83394 -0.86767 0.32339 -0.305
O -0.42604 -0.51730 0.70031 -0.162
S -1.47419 -0.01288 -0.49256 0.655
C -1.87780 1.60495 0.18321 -0.094
O -0.71361 0.08340 -1.69354 -0.250
O -2.61541 -0.87194 -0.47631 -0.257
C 1.78275 0.28622 0.07745 -0.586
F 1.14391 1.45723 -0.01478 0.143
F 2.67046 0.42126 1.08507 0.143
F 2.50954 0.12878 -1.02909 0.163
H 0.54079 -2.93143 0.32948 0.091
H 2.24197 -2.35287 -0.10306 0.090
H -2.90888 1.83139 -0.05445 0.071
H -1.73486 1.53758 1.25400 0.072
H -1.20238 2.32541 -0.25981 0.065
```

Output
Kohn-Sham gap: 11.3854 eV
energy: -29358.2802 eV
net charge: 0
ΔE to the lowest compared entry with this formula, charge and spin: 0.00 kcal per mole

=====

Record 6
ORCA calculation (ωB97M-V with the def2-TZVPD basis set) on a 2-piece molecular cluster, C5H10O overall.

Structure (XYZ):
```
16
Properties=species:S:1:pos:R:3:lowdin_charge:R:1
O -1.24868 1.29993 1.83647 -0.068
C -1.38377 2.22025 0.91440 -0.022
C -0.66700 0.24689 -1.20961 -0.078
C 0.54334 -0.10089 -0.37533 -0.374
C 1.21196 -1.42931 -0.56043 -0.132
C 0.44818 -1.15608 0.70411 -0.148
H -0.33892 0.96751 1.96246 0.086
H -0.36215 2.46532 0.50876 0.008
H -1.38819 0.87647 -0.66189 0.020
H -0.38897 0.79919 -2.11424 0.086
H -1.21109 -0.65570 -1.51304 0.089
H 1.20741 0.73804 -0.16444 0.126
H 0.76545 -2.10918 -1.28123 0.103
H 2.29543 -1.46925 -0.50914 0.099
H -0.51157 -1.64820 0.84416 0.107
H 1.02857 -1.04499 1.61901 0.097
```

Output
Kohn-Sham gap: 9.4600 eV
energy: -7390.4853 eV
net charge: 0
ΔE to the lowest compared entry with this formula, charge and spin: 98.70 kcal per mole

=====

Record 7
ORCA calculation (ωB97M-V with the def2-TZVPD basis set) on C4H5O2Sm as an isolated structure.

Structure (XYZ):
```
12
Properties=species:S:1:pos:R:3:lowdin_charge:R:1
H -0.47506 0.59921 3.07676 0.091
O -0.41633 0.04797 2.29069 -0.290
Sm -0.16759 0.70225 -0.03337 1.644
O 4.95536 -1.46541 1.45828 0.070
C 3.93409 -1.24162 0.84903 -0.282
C 2.63304 -1.96129 1.06789 -0.218
C 1.49675 -0.99599 1.21126 -0.291
C 0.78656 -0.87855 2.31186 -0.216
H 3.88046 -0.42072 0.09701 0.115
H 2.73201 -2.65838 1.91627 0.127
H 2.53622 -2.62052 0.18421 0.126
H 0.72169 -1.50191 3.20804 0.124
```

Output
Kohn-Sham gap (alpha / beta): 6.9530 / 7.0764 eV
energy: -26218.5015 eV
multiplicity: 7
net charge: +1
ΔE to the lowest compared entry with this formula, charge and spin: 0.00 kcal per mole

=====

Record 8
ORCA calculation (ωB97M-V with the def2-TZVPD basis set) on C6H13AuO3 as an isolated structure.

Structure (XYZ):
```
23
Properties=species:S:1:pos:R:3:lowdin_charge:R:1
O -1.49037 0.99287 -1.72147 -0.371
C -0.91587 1.47270 1.76781 0.043
C 0.18268 0.68564 1.90349 -0.249
O 0.08090 -0.60109 2.23128 -0.030
C 1.03454 -1.50072 1.67011 -0.099
C 0.51758 -2.02402 0.35046 -0.105
O 0.39938 -0.96524 -0.61274 -0.394
C 0.70109 -1.37587 -1.95510 -0.002
H -1.90697 1.07094 1.99724 0.120
H -0.77604 2.54992 1.66627 0.110
H 1.20245 1.07953 1.80430 0.164
H 1.13680 -2.33752 2.37006 0.168
H 2.01336 -1.01269 1.56169 0.157
H -0.47229 -2.48348 0.47713 0.165
H 1.21612 -2.77683 -0.03634 0.162
H 0.72819 -0.48506 -2.59198 0.107
H 1.65907 -1.91040 -1.95699 0.132
H -0.09125 -2.02968 -2.34180 0.132
Au -0.55716 0.66157 -0.43918 1.492
C -2.41201 1.93188 -2.15095 -0.083
H -2.88303 1.64201 -3.11183 0.133
H -3.23352 2.04233 -1.41828 0.127
H -1.98258 2.94075 -2.30303 0.120
```

Output
Kohn-Sham gap (alpha / beta): 10.6998 / 6.5351 eV
energy: -16240.5911 eV
multiplicity: 3
net charge: +2
ΔE to the lowest compared entry with this formula, charge and spin: 21.49 kcal per mole